{
  "formula": "C6H15N",
  "method": "ωB97M-V/def2-TZVPD",
  "charge": 0,
  "relative_energy_kcal_mol": 201.1,
  "homo_energy_ev": -6.7,
  "orbital_gap_ha": 0.1859,
  "spin_multiplicity": 1,
  "symbols": ["C", "C", "C", "C", "C", "C", "N", "H", "H", "H", "H", "H", "H", "H", "H", "H", "H", "H", "H", "H", "H", "H"],
  "positions_angstrom": [[0.07, 0.04, 3.44], [-0.43, 0.77, 2.18], [-0.76, -0.30, 1.09], [-0.42, 0.18, -0.35], [1.04, 0.03, -0.56], [0.56, -0.89, -3.40], [0.05, 0.44, -3.73], [0.25, 0.76, 4.25], [1.03, -0.44, 3.25], [-0.67, -0.70, 3.78], [0.47, 1.21, 1.73], [-1.24, 1.43, 2.48], [-1.80, -0.60, 1.21], [-0.15, -1.18, 1.33], [-1.16, -0.34, -1.00], [-0.81, 1.19, -0.45], [1.60, -0.65, -1.23], [1.44, 1.03, -0.80], [1.31, -1.01, -4.16], [-0.22, -1.62, -3.29], [-0.77, 0.62, -3.16], [0.62, 0.03, -2.62]]
}

***

{
  "formula": "C77H68F5MgN9O7S2",
  "method": "ωB97M-V/def2-TZVPD",
  "charge": -2,
  "homo_energy_ev": -2.9,
  "orbital_gap_ha": 0.2119,
  "spin_multiplicity": 1,
  "symbols": ["Mg", "C", "C", "C", "C", "C", "O", "N", "C", "C", "C", "C", "C", "C", "C", "C", "C", "C", "C", "N", "C", "C", "C", "C", "C", "C", "C", "N", "C", "C", "C", "C", "C", "C", "N", "C", "C", "C", "C", "C", "C", "N", "C", "O", "C", "C", "C", "C", "C", "C", "C", "C", "C", "C", "C", "C", "N", "C", "O", "C", "C", "C", "C", "N", "C", "C", "C", "C", "C", "C", "N", "C", "O", "C", "C", "C", "C", "H", "H", "H", "H", "H", "H", "H", "H", "H", "H", "H", "H", "H", "H", "H", "H", "H", "H", "H", "H", "H", "H", "H", "H", "H", "H", "H", "H", "H", "H", "H", "H", "H", "H", "H", "H", "H", "H", "H", "H", "H", "H", "H", "H", "H", "H", "H", "H", "H", "H", "H", "H", "H", "H", "H", "H", "H", "H", "H", "H", "H", "H", "H", "H", "O", "S", "O", "N", "C", "S", "C", "C", "C", "C", "C", "C", "H", "H", "H", "H", "F", "C", "C", "F", "C", "F", "C", "O", "C", "F", "C", "F"],
  "positions_angstrom": [[-0.03, 0.82, -0.16], [4.45, -3.34, 5.89], [3.21, -2.74, 5.21], [2.12, -3.82, 5.13], [2.63, -1.58, 6.03], [3.58, -2.41, 3.75], [3.74, -3.33, 2.97], [3.66, -1.12, 3.28], [4.05, 0.12, 3.82], [5.08, 0.23, 4.75], [5.53, 1.47, 5.16], [4.98, 2.63, 4.63], [3.96, 2.52, 3.69], [3.49, 1.28, 3.28], [2.42, 1.19, 2.24], [2.82, 1.22, 0.91], [4.21, 1.30, 0.48], [4.19, 1.34, -0.87], [2.80, 1.28, -1.27], [2.01, 1.19, -0.18], [2.36, 1.40, -2.59], [1.01, 1.45, -2.99], [0.58, 1.75, -4.34], [-0.77, 1.79, -4.31], [-1.16, 1.47, -2.95], [-2.50, 1.42, -2.52], [-2.90, 1.23, -1.19], [-2.07, 1.10, -0.13], [-2.85, 1.02, 0.98], [-2.41, 0.98, 2.31], [-1.07, 1.02, 2.72], [-0.65, 1.09, 4.10], [0.71, 1.17, 4.08], [1.10, 1.13, 2.69], [0.01, 1.04, 1.90], [-3.45, 0.96, 3.39], [-3.87, 2.18, 3.92], [-4.84, 2.24, 4.91], [-5.38, 1.07, 5.39], [-4.99, -0.15, 4.88], [-4.03, -0.24, 3.87], [-3.69, -1.43, 3.22], [-3.84, -2.79, 3.40], [-3.78, -3.50, 2.41], [-4.00, -3.43, 4.79], [-3.22, -2.68, 5.88], [-3.43, -4.86, 4.71], [-5.50, -3.55, 5.11], [-4.25, 1.05, 0.60], [-4.28, 1.18, -0.75], [-3.57, 1.69, -3.52], [-4.33, 2.84, -3.38], [-5.37, 3.13, -4.26], [-5.66, 2.24, -5.28], [-4.91, 1.09, -5.44], [-3.85, 0.81, -4.58], [-3.00, -0.30, -4.76], [-2.98, -1.22, -5.77], [-3.89, -1.36, -6.58], [-1.66, -2.00, -5.92], [-0.86, -1.20, -6.95], [-1.98, -3.39, -6.46], [-0.85, -2.14, -4.63], [-0.07, 1.27, -2.19], [3.40, 1.47, -3.66], [3.71, 2.67, -4.29], [4.69, 2.72, -5.27], [5.36, 1.57, -5.63], [5.06, 0.35, -5.03], [4.09, 0.30, -4.03], [3.74, -0.88, -3.36], [4.28, -2.13, -3.44], [5.17, -2.43, -4.22], [3.72, -3.11, -2.39], [3.83, -4.53, -2.95], [2.27, -2.82, -1.98], [4.64, -2.95, -1.17], [4.22, -3.63, 6.91], [5.28, -2.63, 5.91], [4.78, -4.22, 5.33], [1.92, -4.23, 6.12], [2.42, -4.62, 4.45], [1.19, -3.38, 4.74], [2.16, -1.98, 6.93], [1.86, -1.06, 5.45], [3.38, -0.85, 6.33], [3.53, -1.10, 2.27], [5.56, -0.67, 5.12], [6.35, 1.54, 5.87], [5.34, 3.60, 4.93], [3.51, 3.41, 3.27], [5.06, 1.33, 1.14], [5.04, 1.40, -1.54], [1.24, 1.95, -5.17], [-1.45, 2.04, -5.11], [-1.30, 1.10, 4.96], [1.38, 1.27, 4.92], [-3.43, 3.09, 3.53], [-5.16, 3.20, 5.29], [-6.14, 1.09, 6.17], [-5.46, -1.04, 5.26], [-3.35, -1.26, 2.28], [-2.16, -2.71, 5.65], [-3.38, -3.18, 6.84], [-3.51, -1.64, 5.98], [-2.35, -4.84, 4.62], [-3.83, -5.38, 3.84], [-3.70, -5.41, 5.61], [-6.03, -2.60, 5.05], [-5.63, -3.96, 6.11], [-5.97, -4.23, 4.39], [-5.09, 1.00, 1.28], [-5.15, 1.24, -1.37], [-4.09, 3.52, -2.58], [-5.94, 4.05, -4.14], [-6.48, 2.44, -5.96], [-5.14, 0.39, -6.24], [-2.26, -0.35, -4.08], [-1.43, -1.08, -7.87], [0.07, -1.72, -7.18], [-0.60, -0.21, -6.56], [-2.70, -3.33, -7.28], [-2.40, -4.02, -5.67], [-1.06, -3.87, -6.82], [-0.47, -1.18, -4.26], [0.02, -2.77, -4.84], [-1.44, -2.62, -3.85], [3.17, 3.56, -3.99], [4.93, 3.66, -5.74], [6.12, 1.60, -6.40], [5.56, -0.55, -5.31], [3.02, -0.73, -2.67], [3.04, -4.71, -3.69], [3.71, -5.25, -2.14], [4.79, -4.68, -3.43], [1.63, -2.66, -2.85], [2.18, -1.95, -1.33], [1.89, -3.68, -1.43], [5.66, -3.25, -1.42], [4.28, -3.57, -0.34], [4.65, -1.91, -0.83], [-0.45, 8.80, 1.72], [0.35, 8.23, 0.66], [1.60, 8.91, 0.41], [0.56, 6.63, 0.85], [-0.03, 5.94, -0.12], [-0.03, 4.28, -0.28], [-0.73, 6.79, -1.13], [-1.44, 6.39, -2.25], [-2.01, 7.36, -3.06], [-1.88, 8.71, -2.76], [-1.16, 9.12, -1.64], [-0.61, 8.14, -0.85], [-1.54, 5.33, -2.48], [-2.57, 7.06, -3.94], [-2.33, 9.46, -3.41], [-1.04, 10.17, -1.39], [-0.84, -6.38, 0.15], [-0.63, -5.05, 0.07], [0.19, -4.42, 0.98], [0.78, -5.15, 1.94], [0.38, -3.06, 0.92], [1.18, -2.45, 1.82], [-0.21, -2.24, -0.08], [0.05, -1.00, -0.19], [-1.07, -2.94, -0.95], [-1.72, -2.21, -1.89], [-1.28, -4.30, -0.89], [-2.09, -4.90, -1.77]]
}